The following is a quantum chemistry calculation of one molecule with the formula C17H26N4O, from the OMol25 dataset.

Last column: natural (NBO) charge in e.
Positions of all 48 atoms, in Å:
C: 0.592 2.178 -5.868  -0.65
C: -0.126 1.942 -4.591  0.17
C: -0.472 2.799 -3.568  -0.34
C: -1.129 1.995 -2.622  0.12
C: -1.709 2.399 -1.303  -0.25
N: -1.902 1.259 -0.433  -0.63
C: -0.892 0.933 0.448  0.80
O: -0.053 1.735 0.807  -0.68
N: -0.982 -0.340 0.922  -0.65
C: -0.059 -0.932 1.884  0.16
C: -0.494 -2.375 2.143  -0.41
C: 0.461 -3.027 3.144  -0.22
C: 1.879 -3.022 2.576  -0.40
C: 2.316 -1.580 2.321  -0.22
C: 2.290 -0.796 3.632  -0.40
C: 0.872 -0.807 4.200  -0.21
C: 0.434 -2.248 4.458  -0.40
C: -0.083 -0.153 3.203  -0.43
C: 1.367 -0.928 1.320  -0.42
N: -1.183 0.740 -3.043  -0.31
N: -0.574 0.717 -4.230  -0.16
C: -0.444 -0.510 -4.956  -0.41
H: 0.852 3.230 -5.953  0.23
H: -0.030 1.901 -6.720  0.22
H: 1.507 1.587 -5.912  0.22
H: -0.277 3.849 -3.502  0.22
H: -2.672 2.902 -1.453  0.20
H: -1.029 3.086 -0.792  0.25
H: -2.360 0.489 -0.899  0.39
H: -1.713 -0.933 0.566  0.39
H: -0.487 -2.937 1.205  0.20
H: -1.513 -2.387 2.541  0.21
H: 0.142 -4.061 3.324  0.21
H: 1.910 -3.591 1.644  0.20
H: 2.562 -3.500 3.282  0.20
H: 3.333 -1.574 1.911  0.21
H: 2.983 -1.243 4.348  0.20
H: 2.606 0.233 3.451  0.21
H: 0.850 -0.246 5.141  0.21
H: 1.106 -2.719 5.180  0.20
H: -0.574 -2.263 4.879  0.20
H: -1.101 -0.144 3.601  0.20
H: 0.215 0.877 3.007  0.24
H: 1.382 -1.470 0.371  0.20
H: 1.662 0.103 1.127  0.24
H: -0.931 -0.439 -5.931  0.20
H: -0.921 -1.293 -4.370  0.24
H: 0.609 -0.762 -5.105  0.20

Summary:
SMILES = Cc1cc(CNC(=O)N[C@]23C[C@H]4C[C@H](C[C@H](C4)C2)C3)nn1C
LUMO level = 0.76 eV
calculated total energy = -957.71952 Eh
frontier orbital gap = 9.6 eV
energy relative to the best compared isomer or geometry (same formula, charge and spin) = 0.0000 eV
highest occupied orbital energy = -8.88 eV